1.
Density functional theory data (ωB97M-V with the def2-TZVPD basis set) for a cluster of 2 separate species, C10H10N2 in total in a non-equilibrium geometry.

Structure (XYZ):
```
22
Properties=species:S:1:pos:R:3:forces:R:3
C -1.227863 0.820830 0.088832 0.493 -0.443 0.852
C -2.360083 0.073387 -0.136558 -0.522 1.312 0.190
C -2.340983 -1.319653 -0.376083 -1.775 -1.881 1.108
C -1.240531 -1.988302 -0.088008 3.698 -0.448 1.267
C 0.079688 -1.325545 0.142188 -4.367 1.758 -0.714
C 1.224598 -2.024929 0.168184 1.977 -3.295 0.877
C 2.402421 -1.302129 0.068186 1.200 -2.146 0.985
C 2.464406 0.027925 -0.259400 -0.172 0.187 1.391
C 1.289005 0.802311 -0.053348 1.775 1.736 -1.774
C 0.052182 0.147767 0.172690 0.329 -1.418 -1.072
H -2.233888 2.793704 -0.559480 3.567 -1.693 3.886
H -1.006016 2.667560 1.486591 -1.301 -1.772 -4.646
H -3.333746 0.456716 0.131910 -0.124 0.681 -0.554
H -3.209342 -2.083626 -0.384596 0.682 2.298 -0.366
H -1.266853 -3.045122 0.171232 0.054 -0.045 -0.698
H 1.262726 -3.229011 0.322843 -0.255 3.204 -0.456
H 3.311182 -1.858713 0.429981 -0.564 0.681 -1.229
H 3.493128 0.395262 -0.382266 -0.855 0.592 -0.008
H 2.081834 2.715735 -0.808158 -0.399 -1.782 0.845
H 0.298265 2.822028 -0.228516 3.576 -3.150 0.264
N -1.145767 2.258757 0.299033 -3.737 2.661 0.211
N 1.405634 2.195038 -0.205256 -3.280 2.964 -0.363
```
Forces are in eV/Å.

Properties
ΔE to the lowest compared entry with this formula, charge and spin in kJ/mol: 596.92
Lowest unoccupied orbital energy in Eh: -0.0018

=====

2.
Density functional theory data (ωB97M-V with the def2-TZVPD basis set) for a cluster of 2 separate species, C5H7N in total.

Structure (XYZ):
```
13
Properties=species:S:1:pos:R:3:forces:R:3
C -2.367667 0.166548 0.848218 -0.117 0.023 -0.010
C -0.871399 -0.025781 0.875800 0.194 0.148 -0.075
C -0.018652 0.882047 0.471800 0.153 0.172 -0.038
N 0.780295 1.698648 0.004943 -0.401 -0.346 0.285
H -2.740709 0.509764 1.820487 0.040 -0.076 -0.141
H -2.662310 0.901486 0.094047 0.052 -0.089 0.118
H -2.870740 -0.776573 0.615724 0.087 0.135 0.001
H -0.456458 -0.943025 1.285094 -0.004 0.146 -0.037
H 1.092254 2.398138 0.679523 -0.020 -0.042 -0.045
C 2.665509 -1.772995 -1.814721 -0.105 0.482 0.115
C 2.411777 -0.630253 -1.536241 0.089 -0.498 -0.141
H 2.885574 -2.786792 -2.066588 -0.017 0.169 0.043
H 2.152526 0.378789 -1.278085 0.050 -0.224 -0.074
```
Forces are in eV/Å.

Properties
ΔE to the lowest compared entry with this formula, charge and spin in kJ/mol: 342.90
Lowest unoccupied orbital energy in Eh: 0.0341
SMILES: CC=C=N.C#C